{
  "formula": "C3H9OS",
  "method": "ωB97M-V with the def2-TZVPD basis set",
  "energy_ha": -593.0477,
  "orbital_gap_ev": 6.283,
  "largest_force_ev_per_a": 2.576,
  "lumo_ev": 3.75,
  "e_homo_ev": -2.5,
  "total_charge": -1,
  "symbols": ["C", "O", "H", "H", "H", "C", "S", "C", "H", "H", "H", "H", "H", "H"],
  "xyz": [[1.4043, -1.7390, 0.5552], [1.2472, -0.6363, -0.2631], [1.2275, -2.6629, 0.0145], [2.3840, -1.9945, 0.9511], [0.6786, -1.4979, 1.3968], [-0.2990, 2.3006, -0.5484], [-1.5840, 1.0362, -1.2095], [-1.3163, -0.3671, -0.1133], [-0.2384, 3.3496, -1.0586], [0.7684, 1.7947, -0.5272], [-0.6591, 2.3438, 0.5850], [-1.8999, -1.2320, -0.4584], [-0.1009, -0.5666, -0.3192], [-1.6123, -0.1286, 0.9952]],
  "nbo_charge": [-0.239, -0.917, 0.109, 0.117, 0.122, -0.768, 0.078, -0.901, 0.206, 0.260, 0.200, 0.201, 0.364, 0.168]
}

{
  "formula": "C17H14ClNO3SSn",
  "method": "ωB97M-V with the def2-TZVPD basis set",
  "energy_ha": -2009.2653,
  "orbital_gap_ev": 3.339,
  "largest_force_ev_per_a": 4.789,
  "lumo_ev": 4.86,
  "e_homo_ev": 1.5,
  "total_charge": -2,
  "symbols": ["C", "C", "C", "H", "C", "C", "H", "H", "H", "H", "Sn", "Cl", "C", "C", "C", "H", "C", "C", "H", "H", "H", "H", "O", "S", "O", "N", "C", "O", "C", "C", "C", "C", "C", "C", "H", "H", "H", "H"],
  "xyz": [[2.8447, -1.1733, 0.1814], [2.9947, -1.8986, -1.0494], [2.1821, -3.0687, -0.9756], [3.6893, -1.6502, -1.8520], [1.4818, -3.0522, 0.2638], [1.8937, -1.8952, 0.9935], [1.6674, -1.6761, 2.0375], [3.4346, -0.3180, 0.5053], [2.1365, -3.8673, -1.7256], [0.8074, -3.8294, 0.6324], [0.7643, -0.7960, -0.8426], [1.5699, 1.3785, -1.1441], [-0.9773, -0.4125, -2.3786], [-1.3826, -1.7264, -1.9643], [-0.4912, -2.6699, -2.5556], [-2.3007, -1.9336, -1.4078], [0.4710, -1.9595, -3.3206], [0.1840, -0.5658, -3.2286], [0.6546, 0.2370, -3.7968], [-1.5685, 0.4904, -2.2407], [-0.5565, -3.7552, -2.4316], [1.2863, -2.3893, -3.9047], [-4.3303, 1.6431, 1.0811], [-3.1163, 1.9307, 0.3990], [-3.1415, 2.8682, -0.6979], [-2.1934, 0.5895, 0.0222], [-1.1781, 0.4613, 0.8386], [-0.3600, -0.5658, 0.8870], [-0.9172, 1.5931, 1.7195], [0.1988, 1.7990, 2.5470], [0.2565, 2.9300, 3.3388], [-0.7945, 3.8489, 3.2620], [-1.8949, 3.6688, 2.4078], [-1.9321, 2.5143, 1.6160], [0.9751, 1.0363, 2.5303], [1.0968, 3.0933, 4.0100], [-0.7408, 4.7250, 3.8909], [-2.7135, 4.3954, 2.3527]],
  "nbo_charge": [-0.426, -0.380, -0.302, 0.211, -0.354, -0.368, 0.217, 0.229, 0.203, 0.205, 1.193, -0.675, -0.457, -0.329, -0.336, 0.219, -0.331, -0.367, 0.219, 0.256, 0.192, 0.193, -0.964, 2.289, -0.954, -0.821, 0.581, -0.755, -0.135, -0.156, -0.232, -0.238, -0.228, -0.233, 0.237, 0.199, 0.190, 0.209]
}

{
  "formula": "C5H7NO",
  "method": "ωB97M-V with the def2-TZVPD basis set",
  "energy_ha": -324.6484,
  "orbital_gap_ev": 9.680,
  "largest_force_ev_per_a": 0.945,
  "lumo_ev": 0.87,
  "smiles": "C=NCCC=C=O",
  "e_homo_ev": -8.8,
  "symbols": ["C", "N", "C", "C", "C", "C", "O", "H", "H", "H", "H", "H", "H", "H"],
  "xyz": [[1.5701, -0.9353, 0.6922], [0.3687, -1.2859, 0.5129], [-0.6411, -0.3672, 1.0008], [-1.3539, 0.3109, -0.1881], [-0.4677, 0.6553, -1.3687], [0.8004, 0.9916, -1.3294], [1.9361, 1.2803, -1.3236], [2.3777, -1.5176, 0.2488], [1.8547, -0.0261, 1.2445], [-0.2106, 0.3985, 1.6699], [-1.3838, -0.9300, 1.5784], [-1.8549, 1.2132, 0.1860], [-2.1408, -0.3511, -0.5613], [-0.8613, 0.5674, -2.3754]],
  "nbo_charge": [-0.060, -0.387, -0.249, -0.396, -0.553, 0.719, -0.476, 0.181, 0.143, 0.164, 0.210, 0.215, 0.220, 0.268]
}